[1]
C23H59N9O7Si2 | wB97M-V/def2-TZVPD

Computed properties:
HOMO-LUMO gap   9.498 eV
Highest occupied orbital energy   -9.006 eV

Geometry (Å):
N1 -2.593 -0.224 1.569
C1 -1.997 1.039 1.669
N2 -2.520 1.939 2.771
N3 -0.852 1.421 0.707
C2 0.381 0.855 1.377
C3 1.553 0.336 0.354
C4 2.832 1.406 0.222
C5 3.708 1.218 1.601
Si1 4.732 2.765 2.121
O1 4.273 3.328 3.723
Si2 4.468 2.083 4.949
H1 -3.340 -0.309 2.297
H2 -2.282 1.538 3.725
H3 -2.174 2.921 2.691
H4 -0.799 2.482 0.781
H5 0.058 -0.058 2.069
H6 0.862 1.659 2.080
H7 2.032 -0.632 0.861
H8 1.162 -0.001 -0.710
H9 3.545 1.061 -0.670
H10 2.483 2.505 0.008
H11 2.964 0.828 2.431
H12 4.468 0.319 1.414
H13 4.674 3.835 1.092
H14 6.140 2.337 2.178
H15 3.341 2.158 5.915
H16 5.745 2.110 5.651
H17 4.314 0.769 4.291
C6 -6.967 0.192 -1.683
O2 -8.165 -0.027 -1.815
N4 -6.412 1.092 -0.799
C7 -4.981 1.293 -0.703
C8 -7.285 1.862 0.062
H18 -6.215 -0.339 -2.288
H19 -4.658 1.059 0.315
H20 -4.755 2.340 -0.928
H21 -4.445 0.651 -1.407
H22 -7.872 1.175 0.680
H23 -7.969 2.450 -0.557
H24 -6.704 2.529 0.705
C9 7.276 1.884 -0.819
O3 7.422 1.964 0.395
N5 7.575 2.876 -1.727
C10 7.373 2.702 -3.151
C11 8.108 4.133 -1.246
H25 6.878 0.971 -1.291
H26 8.333 2.821 -3.661
H27 6.673 3.464 -3.504
H28 6.968 1.712 -3.373
H29 9.042 3.942 -0.709
H30 7.390 4.583 -0.553
H31 8.295 4.818 -2.077
C12 3.593 -0.673 -3.809
O4 4.803 -0.854 -3.775
N6 2.634 -1.648 -3.637
C13 1.217 -1.351 -3.692
C14 3.053 -3.013 -3.396
H32 3.165 0.327 -3.986
H33 0.761 -1.626 -2.736
H34 0.764 -1.937 -4.497
H35 1.044 -0.288 -3.879
H36 3.661 -3.043 -2.487
H37 3.663 -3.352 -4.239
H38 2.186 -3.669 -3.281
C15 10.815 0.803 -3.073
O5 11.410 1.345 -3.996
N7 10.859 -0.543 -2.775
C16 10.123 -1.108 -1.663
C17 11.664 -1.420 -3.598
H39 10.174 1.377 -2.386
H40 10.831 -1.578 -0.974
H41 9.428 -1.861 -2.045
H42 9.560 -0.337 -1.130
H43 12.705 -1.083 -3.565
H44 11.309 -1.365 -4.632
H45 11.600 -2.451 -3.242
C18 -7.416 0.204 3.399
O6 -6.205 0.022 3.433
N8 -8.375 -0.772 3.571
C19 -9.792 -0.475 3.516
C20 -7.956 -2.136 3.812
H46 -7.843 1.204 3.222
H47 -10.247 -0.750 4.472
H48 -10.245 -1.060 2.711
H49 -9.965 0.588 3.329
H50 -7.348 -2.166 4.721
H51 -7.346 -2.476 2.969
H52 -8.823 -2.792 3.927
C21 -9.755 -4.555 1.952
O7 -8.609 -4.701 2.359
N9 -10.107 -4.195 0.669
C22 -11.490 -4.042 0.266
C23 -9.064 -3.961 -0.308
H53 -10.624 -4.708 2.612
H54 -11.699 -4.740 -0.550
H55 -11.646 -3.016 -0.080
H56 -12.168 -4.247 1.098
H57 -8.468 -4.872 -0.417
H58 -8.415 -3.156 0.050
H59 -9.495 -3.685 -1.274

=====

[2]
C23H60AlIN10O12P | wB97M-V/def2-TZVPD

Computed properties:
Total charge   -1
HOMO-LUMO gap   5.474 eV
Highest occupied orbital energy   -3.587 eV

Geometry (Å):
C1 0.004 -4.472 -1.125
C2 0.527 -4.201 -2.654
O1 -0.550 -4.730 -3.555
C3 0.721 -2.625 -3.059
Al1 1.204 -1.371 -1.512
P1 2.435 -2.335 0.202
O2 2.053 -1.340 1.624
I1 4.812 -1.975 -0.311
H1 0.918 -4.718 -0.426
H2 -0.647 -5.472 -1.161
H3 -0.707 -3.640 -0.699
H4 1.495 -4.831 -2.953
H5 -0.474 -4.321 -4.467
H6 -0.299 -2.212 -3.522
H7 1.532 -2.574 -3.901
H8 -0.106 -0.628 -1.004
H9 2.136 -0.216 -2.146
H10 1.077 -1.527 1.832
O3 -3.011 -2.127 0.010
C4 -3.589 -1.622 -0.946
N1 -3.318 -2.020 -2.219
C5 -4.623 -0.543 -0.801
H11 -3.767 -1.634 -3.036
H12 -2.624 -2.747 -2.341
H13 -4.170 0.322 -0.310
H14 -5.450 -0.920 -0.193
H15 -5.018 -0.227 -1.771
O4 6.559 -5.594 1.914
C6 6.930 -4.763 2.734
N2 6.421 -3.500 2.731
C7 7.955 -5.055 3.792
H16 6.695 -2.782 3.385
H17 5.728 -3.279 2.027
H18 8.891 -5.351 3.309
H19 7.593 -5.871 4.423
H20 8.147 -4.183 4.423
O5 -0.014 0.518 -3.977
C8 0.377 0.961 -5.051
N3 1.688 0.880 -5.406
C9 -0.534 1.619 -6.047
H21 2.058 1.230 -6.278
H22 2.322 0.441 -4.751
H23 -1.000 2.492 -5.583
H24 -1.307 0.906 -6.349
H25 0.008 1.945 -6.939
O6 -4.673 3.313 -0.808
C10 -3.498 3.652 -0.731
N4 -2.505 2.838 -1.182
C11 -3.058 4.963 -0.147
H26 -1.523 3.072 -1.141
H27 -2.776 1.948 -1.581
H28 -3.393 5.020 0.893
H29 -3.506 5.778 -0.722
H30 -1.971 5.074 -0.171
O7 -1.269 6.900 0.453
C12 -0.154 7.233 0.835
N5 0.253 6.984 2.110
C13 0.842 7.930 -0.047
H31 1.161 7.239 2.471
H32 -0.401 6.515 2.725
H33 0.413 8.875 -0.391
H34 1.063 7.292 -0.907
H35 1.775 8.140 0.482
O8 7.758 -1.354 4.303
C14 8.129 -0.522 5.124
N6 7.620 0.740 5.120
C15 9.154 -0.814 6.181
H36 7.894 1.459 5.775
H37 6.927 0.961 4.417
H38 10.090 -1.110 5.699
H39 8.792 -1.630 6.813
H40 9.346 0.058 6.812
O9 4.099 1.563 -4.444
C16 5.214 1.896 -4.062
N7 5.620 1.647 -2.787
C17 6.209 2.593 -4.944
H41 6.528 1.902 -2.426
H42 4.967 1.178 -2.173
H43 5.781 3.538 -5.288
H44 6.431 1.955 -5.804
H45 7.143 2.804 -4.415
O10 -7.076 -0.658 1.452
C18 -6.600 -0.369 2.544
N8 -6.784 -1.178 3.624
C19 -5.791 0.872 2.783
H46 -6.412 -0.983 4.542
H47 -7.326 -2.021 3.487
H48 -6.403 1.748 2.549
H49 -4.911 0.855 2.135
H50 -5.458 0.946 3.822
O11 -0.984 -4.325 1.738
C20 -1.763 -5.020 2.381
N9 -3.107 -4.825 2.297
C21 -1.315 -6.122 3.297
H51 -3.787 -5.371 2.806
H52 -3.434 -4.088 1.685
H53 -0.672 -5.700 4.074
H54 -0.755 -6.862 2.718
H55 -2.161 -6.621 3.776
O12 -8.786 4.192 -1.643
C22 -8.869 3.212 -0.912
N10 -9.919 3.062 -0.059
C23 -7.843 2.116 -0.890
H56 -10.031 2.273 0.562
H57 -10.624 3.788 -0.056
H58 -6.873 2.540 -0.615
H59 -7.779 1.668 -1.885
H60 -8.100 1.334 -0.170

=====

[3]
C23H60ClN7NbO3P2 | wB97M-V/def2-TZVPD

Computed properties:
Relative energy (zero: lowest compared OMol25 entry of this formula, charge and spin)   0.0 kJ/mol
Total charge   -1
HOMO-LUMO gap   5.254 eV
Highest occupied orbital energy   -4.480 eV

Geometry (Å):
C1 -0.914 -2.128 0.510
C2 0.238 -2.094 0.865
C3 1.538 -2.109 1.613
C4 2.188 -0.713 1.748
C5 1.241 0.380 2.309
Nb1 0.901 0.279 4.558
C6 -0.771 -1.283 4.380
C7 -0.662 -2.567 5.223
O1 0.560 -3.284 4.992
C8 -0.803 -2.290 6.747
N1 -1.301 -3.530 7.405
C9 -0.710 1.933 4.610
Cl1 -1.177 2.518 2.924
C10 -0.442 3.238 5.457
C11 0.742 3.215 6.446
H1 -1.898 -2.446 0.221
H2 1.384 -2.514 2.626
H3 2.185 -2.828 1.086
H4 3.093 -0.848 2.359
H5 2.565 -0.432 0.743
H6 0.314 0.366 1.715
H7 1.755 1.346 2.133
H8 0.793 0.172 6.400
H9 2.312 1.426 4.743
H10 2.130 -1.076 4.641
H11 -0.899 -1.512 3.309
H12 -1.709 -0.796 4.705
H13 -1.487 -3.259 4.964
H14 0.709 -3.897 5.716
H15 0.206 -2.060 7.115
H16 -1.512 -1.465 6.868
H17 -0.541 -4.196 7.500
H18 -1.550 -3.274 8.357
H19 -1.632 1.488 5.013
H20 -0.356 4.080 4.760
H21 -1.351 3.413 6.063
H22 0.635 4.115 7.086
H23 1.681 3.357 5.901
H24 0.752 2.360 7.124
O2 -2.999 -3.803 -2.073
P1 -2.973 -3.676 -3.596
N2 -4.418 -4.573 -3.870
C12 -4.654 -5.526 -4.929
C13 -5.632 -3.815 -3.603
N3 -1.543 -4.657 -3.735
C14 -1.628 -6.078 -3.422
C15 -0.401 -4.063 -3.029
N4 -2.807 -3.264 -5.343
C16 -1.928 -3.980 -6.251
C17 -2.608 -1.815 -5.538
H25 -4.842 -5.047 -5.903
H26 -5.530 -6.133 -4.686
H27 -3.835 -6.231 -5.046
H28 -5.875 -3.133 -4.433
H29 -5.520 -3.213 -2.698
H30 -6.482 -4.479 -3.435
H31 -2.172 -6.280 -2.493
H32 -0.627 -6.504 -3.329
H33 -2.100 -6.631 -4.236
H34 -0.464 -4.216 -1.948
H35 -0.348 -2.985 -3.209
H36 0.532 -4.501 -3.393
H37 -0.867 -3.792 -6.063
H38 -2.153 -3.659 -7.275
H39 -2.100 -5.053 -6.223
H40 -1.613 -1.494 -5.207
H41 -3.352 -1.253 -4.964
H42 -2.734 -1.539 -6.587
O3 3.569 2.971 -0.470
P2 3.141 4.121 -1.362
N5 3.538 5.407 -0.295
C18 2.821 6.650 -0.141
C19 4.968 5.636 -0.170
N6 1.445 3.747 -1.351
C20 0.663 3.994 -0.141
C21 1.184 2.389 -1.829
N7 2.905 5.216 -2.768
C22 1.600 5.681 -3.201
C23 3.660 4.752 -3.946
H43 3.009 7.358 -0.964
H44 3.127 7.136 0.789
H45 1.747 6.504 -0.052
H46 5.365 6.202 -1.029
H47 5.508 4.689 -0.115
H48 5.200 6.183 0.746
H49 1.159 3.638 0.767
H50 -0.310 3.505 -0.206
H51 0.438 5.057 -0.030
H52 1.402 1.636 -1.065
H53 1.803 2.165 -2.706
H54 0.139 2.291 -2.133
H55 0.992 4.893 -3.657
H56 1.744 6.472 -3.946
H57 1.036 6.126 -2.386
H58 3.219 3.846 -4.380
H59 4.693 4.523 -3.665
H60 3.700 5.525 -4.717

=====

[4]
C23H61BN6O8P | wB97M-V/def2-TZVPD

Computed properties:
Total charge   +1
HOMO-LUMO gap   7.677 eV
Highest occupied orbital energy   -10.376 eV

Geometry (Å):
N1 0.397 -0.024 1.443
B1 0.703 -0.386 0.055
O1 -0.048 -0.028 -1.010
C1 1.946 -1.316 -0.278
C2 2.198 -2.411 0.741
N2 2.667 -1.876 2.061
C3 3.548 -0.671 1.943
C4 4.257 -0.671 0.604
C5 3.265 -0.530 -0.571
P1 4.062 -1.315 -2.069
N3 2.944 -0.964 -3.276
O2 5.142 -0.145 -2.476
H1 0.807 0.851 1.749
H2 -0.594 -0.001 1.643
H3 -0.649 0.694 -0.803
H4 1.664 -1.849 -1.192
H5 2.968 -3.074 0.345
H6 1.311 -3.017 0.921
H7 1.849 -1.637 2.630
H8 3.154 -2.622 2.556
H9 4.235 -0.631 2.785
H10 2.896 0.197 1.999
H11 4.979 0.145 0.625
H12 4.843 -1.592 0.489
H13 3.093 0.538 -0.732
H14 2.284 -0.222 -3.055
H15 2.465 -1.790 -3.604
H16 5.891 -0.148 -1.873
C6 -0.691 2.887 -8.288
O3 0.531 2.186 -8.179
C7 1.697 2.998 -8.188
C8 2.356 3.047 -6.827
N4 1.553 3.788 -5.865
C9 1.977 3.676 -4.477
C10 2.050 2.294 -3.840
O4 0.808 1.653 -3.600
C11 0.225 1.015 -4.724
H17 -1.465 2.154 -8.505
H18 -0.960 3.411 -7.363
H19 -0.660 3.615 -9.103
H20 1.462 4.006 -8.544
H21 2.400 2.548 -8.892
H22 3.328 3.540 -6.928
H23 2.543 2.009 -6.520
H24 0.586 3.501 -5.943
H25 1.291 4.280 -3.878
H26 2.967 4.136 -4.384
H27 2.493 2.431 -2.848
H28 2.716 1.616 -4.387
H29 0.984 0.563 -5.368
H30 -0.384 1.702 -5.317
H31 -0.431 0.230 -4.345
C12 -2.728 5.485 5.744
O5 -3.647 4.957 4.809
C13 -4.022 5.846 3.765
C14 -3.441 5.420 2.435
N5 -1.995 5.593 2.401
C15 -1.315 4.982 1.269
C16 -1.462 3.482 1.040
O6 -0.812 2.658 2.001
C17 -1.515 2.485 3.223
H32 -2.712 4.809 6.597
H33 -1.710 5.557 5.340
H34 -3.035 6.475 6.090
H35 -3.733 6.872 4.008
H36 -5.112 5.814 3.686
H37 -3.888 6.031 1.645
H38 -3.751 4.380 2.264
H39 -1.594 5.246 3.262
H40 -0.248 5.196 1.375
H41 -1.648 5.488 0.357
H42 -0.971 3.260 0.087
H43 -2.509 3.175 0.939
H44 -2.595 2.438 3.063
H45 -1.292 3.276 3.941
H46 -1.185 1.541 3.660
C18 -2.878 -8.863 2.833
O7 -1.539 -8.429 2.977
C19 -0.950 -7.886 1.809
C20 -0.761 -6.388 1.925
N6 -2.030 -5.678 1.898
C21 -1.969 -4.268 2.253
C22 -1.418 -3.863 3.619
O8 -2.238 -4.196 4.710
C23 -2.158 -5.537 5.163
H47 -3.118 -9.459 3.711
H48 -3.587 -8.030 2.777
H49 -2.999 -9.487 1.944
H50 -1.540 -8.136 0.922
H51 0.035 -8.347 1.698
H52 -0.152 -6.050 1.078
H53 -0.186 -6.206 2.844
H54 -2.689 -6.146 2.506
H55 -2.987 -3.878 2.188
H56 -1.382 -3.753 1.479
H57 -1.362 -2.769 3.627
H58 -0.392 -4.226 3.788
H59 -1.139 -5.927 5.088
H60 -2.837 -6.196 4.618
H61 -2.457 -5.540 6.210